Entry 1:
The following is a quantum chemistry calculation of 2 unconnected molecules or ions with the total composition C3H12N2OS in a non-equilibrium geometry, from the OMol25 dataset.

Structure (XYZ):
```
19
Properties=species:S:1:pos:R:3
N 1.20324 -0.44258 -1.14094
C -0.04189 -0.41375 -0.37034
C -0.93928 -1.53642 -0.85728
S -1.56212 -1.20089 -2.57277
C 0.23053 -0.60011 1.13539
N 1.02634 0.52161 1.60375
H 1.78940 -1.20159 -0.80251
H -0.31337 -0.66972 -2.74199
H 1.72121 0.39458 -0.88789
H -0.48151 0.57513 -0.47987
H -1.80786 -1.55825 -0.19825
H -0.40177 -2.48229 -0.87096
H -0.68146 -0.80067 1.71390
H 0.85659 -1.49357 1.24826
H 0.55106 1.41911 1.61272
H 1.45093 0.31394 2.49552
H -0.72485 3.63584 0.88491
H -1.07332 2.83423 -0.35274
O -0.80188 2.70541 0.58108
```

Summary:
Orbital gap (spin up / spin down) in eV: 2.426 / 9.084
ΔE to the lowest compared entry with this formula, charge and spin in eV: 0.000
2S+1: 2
Lowest unoccupied orbital energy (spin up / spin down) in eV: 3.2573 / 3.2454
HOMO (spin up / spin down) in eV: 0.8308 / -5.8383
Net charge: -1

Entry 2:
The following is a quantum chemistry calculation of 2 unconnected molecules or ions with the total composition C3H12N2S in a non-equilibrium geometry, from the OMol25 dataset.

Structure (XYZ):
```
18
Properties=species:S:1:pos:R:3
C 0.76630 -1.58250 -1.68447
S 0.73379 -1.46419 0.12003
C 2.05479 -0.28278 0.50021
H 1.19047 -2.53162 -2.00146
H 1.36465 -0.79218 -2.14121
H -0.25230 -1.43705 -2.04050
H 2.69518 -0.20793 -0.37398
H 1.68251 0.71374 0.71403
H 2.54283 -0.65860 1.36378
N -0.56698 1.77379 1.19331
C -1.85107 1.88490 0.46393
N -2.04151 0.87143 -0.53679
H -0.62449 1.13925 1.97605
H -0.31224 2.70628 1.48381
H -2.65285 1.81072 1.17173
H -1.80756 2.88487 0.05230
H -1.64939 1.13452 -1.42218
H -1.67045 0.00627 -0.17426
```

Summary:
Orbital gap in eV: 9.319
ΔE to the lowest compared entry with this formula, charge and spin in eV: 0.353
Lowest unoccupied orbital energy in eV: 0.9778
HOMO in eV: -8.3410

Entry 3:
The following is a quantum chemistry calculation of 2 unconnected molecules or ions with the total composition C3H12N2S2 in a non-equilibrium geometry, from the OMol25 dataset.

Structure (XYZ):
```
19
Properties=species:S:1:pos:R:3
C 1.88870 1.12093 -0.02159
S 0.53163 1.54945 1.10557
S -0.85535 2.36329 -0.14394
C -1.54549 0.84966 -0.90084
H 1.63171 0.22883 -0.58881
H 2.11858 1.97698 -0.65111
H 2.75460 0.97413 0.62985
H -1.31985 -0.01551 -0.28215
H -2.62938 0.96834 -0.85713
H -1.13240 0.71325 -1.89682
N 0.49576 -3.94695 0.51164
C -0.13737 -2.67892 0.20251
N -0.21284 -2.35769 -1.23674
H -0.04088 -4.71498 0.13185
H 1.42164 -3.99406 0.11002
H -1.16148 -2.67973 0.57398
H 0.39162 -1.85907 0.69326
H 0.70130 -2.13551 -1.59646
H -0.64572 -3.12128 -1.72859
```

Summary:
Orbital gap (spin up / spin down) in eV: 7.659 / 3.520
ΔE to the lowest compared entry with this formula, charge and spin in eV: 0.000
2S+1: 2
Lowest unoccupied orbital energy (spin up / spin down) in eV: -4.3525 / -8.4862
HOMO (spin up / spin down) in eV: -12.0118 / -12.0063
Net charge: +1

Entry 4:
The following is a quantum chemistry calculation of 2 unconnected molecules or ions with the total composition C3H12N3, from the OMol25 dataset.

Structure (XYZ):
```
18
Properties=species:S:1:pos:R:3
C -2.53222 0.96362 1.20225
N -1.50089 1.65688 0.97131
H -2.73380 0.08271 0.60045
H -3.23750 1.21820 1.98812
H -1.39297 2.43749 1.61441
C 0.74575 -1.36976 -0.50824
N 1.73410 -2.23907 0.09152
C 1.29332 0.04002 -0.58853
N 0.21046 0.97841 -1.03667
H -0.23132 -1.33028 0.00288
H 0.52588 -1.71826 -1.51820
H 1.94602 -1.93095 1.03426
H 1.36584 -3.18004 0.17412
H 2.13137 0.11907 -1.27512
H 1.62451 0.38966 0.39100
H 0.60943 1.83980 -1.40805
H -0.35512 0.57596 -1.78251
H -0.43692 1.27955 -0.20411
```

Summary:
Orbital gap in eV: 10.253
ΔE to the lowest compared entry with this formula, charge and spin in eV: 1.453
Lowest unoccupied orbital energy in eV: -3.0018
HOMO in eV: -13.2548
Net charge: +1

Entry 5:
The following is a quantum chemistry calculation of a molecular structure, C3H12N3, from the OMol25 dataset.

Structure (XYZ):
```
18
Properties=species:S:1:pos:R:3
C -0.09246 1.10235 1.70378
N -0.97706 0.42101 0.73093
C -1.26765 1.24156 -0.45895
H 0.88375 1.25287 1.24831
H -0.51278 2.05825 1.98867
H 0.01261 0.47753 2.58114
H -1.85000 0.20664 1.20514
H -1.67242 2.20965 -0.17005
H -1.99662 0.72930 -1.08479
H -0.34932 1.38385 -1.02493
N 1.96467 -0.81486 -1.13153
C 1.01671 -1.75016 -1.11594
N -0.04078 -1.71471 -0.37863
H 2.00908 -0.09059 -0.43806
H 2.78653 -0.94265 -1.69772
H 1.17753 -2.57146 -1.80953
H -0.58881 -2.55477 -0.49589
H -0.50298 -0.64380 0.34806
```

Summary:
Orbital gap in eV: 11.696
ΔE to the lowest compared entry with this formula, charge and spin in eV: 0.604
Lowest unoccupied orbital energy in eV: -2.6451
HOMO in eV: -14.3407
Net charge: +1

Entry 6:
The following is a quantum chemistry calculation of 2 unconnected molecules or ions with the total composition C3H12N3 in a non-equilibrium geometry, from the OMol25 dataset.

Structure (XYZ):
```
18
Properties=species:S:1:pos:R:3
C 0.23010 0.20837 -1.55001
C -0.58901 1.18805 0.51706
C 1.60524 0.17607 0.42606
N -1.52349 -1.43228 -0.03368
N -0.23774 -1.22175 0.21001
N 0.21879 0.09835 -0.06956
H 0.60947 1.18087 -1.85296
H 0.86749 -0.57544 -1.95862
H -0.77812 0.07135 -1.93788
H -0.73989 0.98913 1.57997
H -0.06261 2.13436 0.40578
H -1.55242 1.27238 0.01575
H 1.60338 0.15194 1.51534
H 2.15907 -0.69007 0.06871
H 2.08043 1.08838 0.07472
H -2.24538 -0.82758 0.35386
H -1.73907 -2.41938 0.01990
H 0.09374 -1.39275 2.21556
```

Summary:
Orbital gap (spin up / spin down) in eV: 9.218 / 9.322
ΔE to the lowest compared entry with this formula, charge and spin in eV: 6.566
Lowest unoccupied orbital energy (spin up / spin down) in eV: -4.3158 / -4.6171
HOMO (spin up / spin down) in eV: -13.5337 / -13.9389
Net charge: +1

Entry 7:
The following is a quantum chemistry calculation of 2 unconnected molecules or ions with the total composition C3H12N3O in a non-equilibrium geometry, from the OMol25 dataset.

Structure (XYZ):
```
19
Properties=species:S:1:pos:R:3
C -2.91989 -0.87250 1.11833
C 1.85870 1.39847 -0.98710
C 0.74308 0.45442 -0.65008
N -0.55890 0.71607 -0.87221
N 1.15773 -0.63030 -0.03688
N 0.26078 -1.56153 0.42987
O 2.98202 1.22983 -0.27138
H -2.07271 -1.68642 1.29626
H -3.20696 -0.74065 0.10758
H -2.43555 0.11032 1.35903
H 1.45729 2.38693 -0.96222
H 2.12108 1.21623 -2.08808
H 0.07575 -1.35901 1.43251
H -1.31852 0.23914 -0.45930
H 2.21116 -0.81797 0.06568
H -3.73883 -1.19408 1.72574
H -0.73840 1.67229 -1.17860
H 0.41595 -2.53440 0.50218
H 3.70622 1.97317 -0.53132
```

Summary:
Orbital gap in eV: 11.263
ΔE to the lowest compared entry with this formula, charge and spin in eV: 3.494
Lowest unoccupied orbital energy in eV: -3.3445
HOMO in eV: -14.6073
Net charge: +1

Entry 8:
The following is a quantum chemistry calculation of 2 unconnected molecules or ions with the total composition C3H12N4 in a non-equilibrium geometry, from the OMol25 dataset.

Structure (XYZ):
```
19
Properties=species:S:1:pos:R:3
N -1.55740 -0.72382 0.53795
C -0.91830 -1.79188 0.22920
N -0.41778 -2.71834 1.16952
N -0.72418 -2.15115 -1.10176
H -1.70197 -0.64114 1.53187
H -0.78021 -2.63326 2.10644
H -0.47700 -3.66992 0.82564
H -0.51713 -3.10443 -1.28704
H -1.25295 -1.70240 -1.82846
C 1.09326 2.51578 0.81904
N 0.96287 1.24790 0.07167
C 0.74492 1.52056 -1.34258
H 1.93208 3.09819 0.42316
H 0.14129 3.05401 0.83710
H 1.27745 2.29818 1.89967
H 0.12131 0.66309 0.31347
H -0.15078 2.15999 -1.50592
H 0.61057 0.56864 -1.88713
H 1.61394 2.01002 -1.81182
```

Summary:
Orbital gap in eV: 8.820
ΔE to the lowest compared entry with this formula, charge and spin in eV: 0.542
Lowest unoccupied orbital energy in eV: 0.6908
HOMO in eV: -8.1287

Entry 9:
The following is a quantum chemistry calculation of 2 unconnected molecules or ions with the total composition C3H12N4 in a non-equilibrium geometry, from the OMol25 dataset.

Structure (XYZ):
```
19
Properties=species:S:1:pos:R:3
C -0.81344 -0.50955 2.22320
N -1.22833 0.52638 -0.04018
C -0.26279 0.02605 0.92834
N -1.12769 0.18747 -1.32445
C -0.12917 1.49017 0.72755
H -2.13728 0.80167 0.36810
H 0.47353 0.06044 -1.90413
H -1.74448 0.76843 -1.88747
H -1.56101 0.16304 2.64490
H -0.00657 -0.61329 2.94746
H -1.27007 -1.48718 2.06660
H 0.63100 1.86275 0.06563
H -0.52968 2.16904 1.46520
N 1.52818 -0.12847 -2.05843
N 1.77073 -1.44961 -1.48388
H 1.14418 -2.06773 -1.98781
H 2.05632 0.52642 -1.47339
H 0.48452 -0.60144 0.44721
H 2.72207 -1.72461 -1.72446
```

Summary:
Orbital gap in eV: 7.795
ΔE to the lowest compared entry with this formula, charge and spin in eV: 5.137
Lowest unoccupied orbital energy in eV: 0.7734
HOMO in eV: -7.0217

Entry 10:
The following is a quantum chemistry calculation of a molecular structure, C3H12N4 in a non-equilibrium geometry, from the OMol25 dataset.

Structure (XYZ):
```
19
Properties=species:S:1:pos:R:3
C 1.72293 0.24937 0.91588
C 1.23931 -1.56514 -0.69176
C -0.42838 1.70403 -0.54336
N -2.73033 -0.34400 0.17983
N -1.49767 -0.18381 0.77104
N 0.94063 -0.23170 -0.28325
N -0.34115 0.25007 -0.51977
H 1.67710 -0.68738 1.65001
H 2.74686 0.50083 0.57474
H 1.37665 1.16124 1.35657
H 0.69264 -1.88500 -1.64207
H 2.41740 -1.80389 -0.70233
H 0.78831 -2.18586 0.05589
H 0.36888 2.12655 -1.05415
H -1.37906 2.02312 -1.11774
H -0.69129 2.20032 0.51865
H -3.05872 0.62656 0.21574
H -2.66075 -0.86406 -0.72383
H -1.18337 -1.09128 1.03991
```

Summary:
Orbital gap (spin up / spin down) in eV: 5.321 / 7.821
ΔE to the lowest compared entry with this formula, charge and spin in eV: 2.489
2S+1: 3
Lowest unoccupied orbital energy (spin up / spin down) in eV: 1.0160 / -0.6778
HOMO (spin up / spin down) in eV: -4.3048 / -8.4985

Entry 11:
The following is a quantum chemistry calculation of a gas-phase ion, C3H12N4 (charge +2) in a non-equilibrium geometry, from the OMol25 dataset.

Structure (XYZ):
```
19
Properties=species:S:1:pos:R:3
C -1.63893 0.94266 -0.29146
N -0.92316 -0.00530 0.63133
N -0.79752 0.42641 1.88084
C -0.33216 -1.14610 0.07164
N 0.97181 -0.66337 -0.21936
C 1.14476 0.26484 -1.30973
N 1.91204 -0.79513 0.70248
H -1.65755 1.93800 0.17637
H -1.38232 0.99495 -1.44116
H -2.70026 0.72612 -0.27378
H -0.77462 1.43243 2.18391
H -0.41941 -0.06725 2.67418
H -0.33678 -1.92410 0.83740
H -0.96811 -1.60638 -0.81414
H 1.71493 1.16712 -1.14792
H 1.64325 -0.41910 -1.95349
H 0.14405 0.61846 -1.63649
H 1.87524 -1.75894 1.17384
H 2.69472 -0.14920 0.66651
```

Summary:
Orbital gap (spin up / spin down) in eV: 8.726 / 8.529
ΔE to the lowest compared entry with this formula, charge and spin in eV: 6.525
Lowest unoccupied orbital energy (spin up / spin down) in eV: -10.1687 / -10.2781
HOMO (spin up / spin down) in eV: -18.8949 / -18.8067
Net charge: +2

Entry 12:
The following is a quantum chemistry calculation of 2 unconnected molecules or ions with the total composition C3H12N5 in a non-equilibrium geometry, from the OMol25 dataset.

Structure (XYZ):
```
20
Properties=species:S:1:pos:R:3
C -1.23099 1.36627 0.05780
C -1.41657 -0.13045 -0.06075
C -2.70011 -0.71944 0.43169
N -0.58056 0.43604 0.84923
N 1.62112 -0.19382 -1.36873
N 1.74822 -1.17895 0.72255
N 2.40124 1.04991 0.22469
N 1.60727 -0.02289 -0.05273
H -0.71462 1.82324 -0.76298
H -1.93350 2.02137 0.52051
H -1.02329 -0.59488 -0.94851
H -3.46816 -0.22795 -0.11739
H -2.79141 -0.65156 1.47937
H -2.59043 -1.87275 0.10654
H 1.22776 -1.01285 -1.74086
H 2.29790 0.30909 -1.95788
H 1.06381 -1.17560 1.41859
H 1.57957 -1.98522 0.11391
H 3.06522 0.89446 1.03309
H 1.83752 1.86597 0.05184
```

Summary:
Orbital gap (spin up / spin down) in eV: 7.768 / 8.841
ΔE to the lowest compared entry with this formula, charge and spin in eV: 8.501
Lowest unoccupied orbital energy (spin up / spin down) in eV: -5.5782 / -4.4670
HOMO (spin up / spin down) in eV: -13.3466 / -13.3081
Net charge: +1